Molecular formula: C2H2ClINO2
Method: DFT, the ωB97M-V functional and the def2-TZVPD basis

Calculated values
net charge = -1
largest force on an atom = 5.9 eV Å⁻¹
energy above the lowest of the compared OMol25 structures with the same formula, charge and spin = 48.4 kJ/mol
M = 234.4 g mol⁻¹
electronic energy = -1040.56433 a.u.
2S+1 = 1

CARTESIAN COORDINATES (ANGSTROEM)
H1 -0.484 5.855 -1.064
H2 -1.868 4.813 0.042
Cl1 -1.610 2.375 -1.897
C1 1.816 -5.204 1.987
I1 0.308 -6.488 -0.491
O1 2.836 -5.591 1.643
C2 -1.104 4.924 -0.828
O2 0.927 -4.621 2.415
N1 -0.820 3.938 -1.806

Löwdin charges in e:
1. H 0.069
2. H 0.081
3. Cl 0.456
4. C -0.664
5. I -0.572
6. O 0.114
7. C -0.096
8. O 0.123
9. N -0.511

Molecular formula: C4H11O4
Method: DFT, the ωB97M-V functional and the def2-TZVPD basis

Calculated values
net charge = -1
largest force on an atom = 3.4 eV Å⁻¹
energy above the lowest of the compared OMol25 structures with the same formula, charge and spin = 219.6 kJ/mol
M = 123.1 g mol⁻¹
electronic energy = -459.96675 a.u.
2S+1 = 1

CARTESIAN COORDINATES (ANGSTROEM)
C1 0.187 2.135 -0.618
O1 -1.160 4.119 -0.407
C2 -0.311 0.720 -0.692
H1 -0.915 0.469 0.227
H2 1.049 -0.741 -1.765
O2 0.112 -1.003 2.478
H3 -0.136 -1.765 3.079
C3 -0.927 2.980 -0.152
H4 0.107 -1.302 1.428
H5 1.694 -0.193 -0.161
H6 1.021 2.236 0.214
H7 -1.047 0.520 -1.506
C4 0.747 -0.483 -0.718
H8 -0.362 -4.104 -0.568
H9 0.680 2.455 -1.540
O3 0.412 -4.005 0.062
O4 0.091 -1.442 -0.116
H10 -1.667 2.415 0.606
H11 0.424 -3.012 0.150

Löwdin charges in e:
1. C -0.207
2. O 0.024
3. C -0.215
4. H 0.102
5. H 0.094
6. O -0.227
7. H 0.015
8. C -0.336
9. H 0.028
10. H 0.106
11. H 0.163
12. H 0.114
13. C -0.436
14. H 0.035
15. H 0.113
16. O -0.167
17. O -0.328
18. H 0.152
19. H -0.032

Molecular formula: C33H30NO2
Method: DFT, the ωB97M-V functional and the def2-TZVPD basis

Calculated values
net charge = +1
largest force on an atom = 2.0 eV Å⁻¹
energy above the lowest of the compared OMol25 structures with the same formula, charge and spin = 56.5 kJ/mol
M = 472.6 g mol⁻¹
electronic energy = -1480.43831 a.u.
2S+1 = 1

CARTESIAN COORDINATES (ANGSTROEM)
C1 2.316 -5.824 7.108
H1 2.866 -4.884 0.071
H2 0.453 0.328 2.595
C2 -0.297 2.535 3.556
C3 1.095 2.238 3.095
H3 -4.249 0.370 4.547
C4 4.965 -2.748 2.561
C5 -2.491 -0.690 5.246
H4 5.492 -2.064 3.228
C6 3.122 -4.288 2.137
H5 2.201 -3.678 6.805
C7 7.199 -3.571 -1.806
C8 7.377 -6.367 -1.563
C9 2.384 0.434 2.006
H6 2.242 -4.833 2.490
C10 -3.196 2.681 3.665
C11 3.232 -4.645 5.171
C12 3.680 -5.916 4.674
H7 1.793 -5.797 8.063
H8 5.224 -6.292 -1.190
H9 -2.751 4.472 2.503
H10 3.479 -2.486 4.974
H11 9.300 -3.619 -2.256
C13 6.147 -5.736 -1.369
C14 8.521 -5.608 -1.839
C15 2.070 3.178 3.094
H12 6.343 -2.487 0.908
H13 -2.490 4.635 4.245
H14 -3.998 2.962 4.364
C16 2.750 -7.053 6.587
N1 1.253 0.954 2.601
C17 -2.454 1.509 4.224
C18 3.503 -3.447 4.454
H15 2.811 -1.155 0.660
H16 -3.704 2.395 2.731
C19 4.629 -3.682 0.377
C20 5.420 -2.944 1.269
H17 3.715 -8.051 4.927
H18 7.432 -7.454 -1.491
C21 -0.393 0.485 5.004
C22 -3.162 0.388 4.666
C23 -1.104 -0.614 5.469
H19 -0.289 4.469 2.728
C24 6.106 -4.340 -1.397
H20 2.399 -1.674 2.309
H21 0.674 0.578 5.216
C25 3.405 -7.094 5.350
H22 -3.045 -1.577 5.558
O1 3.452 1.030 1.917
H23 3.051 2.962 2.697
H24 4.270 -5.956 3.756
H25 1.804 4.152 3.503
C26 8.425 -4.218 -1.991
H26 9.490 -6.100 -1.961
O2 4.929 -3.687 -0.986
H27 -0.565 -1.413 5.978
C27 2.148 -0.969 1.507
H28 2.569 -7.976 7.135
C28 2.545 -4.640 6.422
H29 1.105 -1.148 1.205
C29 -2.349 3.956 3.388
H30 7.067 -2.495 -1.939
C30 -0.900 3.696 3.193
C31 3.866 -3.493 3.064
C32 3.468 -4.342 0.802
C33 -1.040 1.499 4.271

Löwdin charges in e:
1. C -0.039
2. H 0.140
3. H 0.136
4. C -0.136
5. C -0.283
6. H 0.121
7. C 0.019
8. C -0.081
9. H 0.138
10. C -0.017
11. H 0.127
12. C -0.008
13. C -0.070
14. C -0.480
15. H 0.137
16. C -0.127
17. C -0.188
18. C 0.013
19. H 0.122
20. H 0.122
21. H 0.118
22. H 0.152
23. H 0.113
24. C -0.010
25. C -0.078
26. C 0.098
27. H 0.140
28. H 0.121
29. H 0.124
30. C -0.009
31. N 0.108
32. C -0.163
33. C 0.141
34. H 0.090
35. H 0.125
36. C -0.204
37. C 0.048
38. H 0.123
39. H 0.111
40. C -0.050
41. C -0.036
42. C -0.095
43. H 0.116
44. C -0.255
45. H 0.060
46. H 0.117
47. C -0.037
48. H 0.102
49. O 0.050
50. H 0.049
51. H 0.127
52. H 0.069
53. C -0.066
54. H 0.110
55. O 0.011
56. H 0.090
57. C 0.008
58. H 0.125
59. C 0.013
60. H 0.095
61. C -0.160
62. H 0.127
63. C -0.015
64. C -0.246
65. C 0.031
66. C -0.133

Molecular formula: C15H17BN4O3Ta
Method: DFT, the ωB97M-V functional and the def2-TZVPD basis

Calculated values
net charge = +3
largest force on an atom = 1.2 eV Å⁻¹
M = 493.1 g mol⁻¹
electronic energy = -1107.40057 a.u.
2S+1 = 1

CARTESIAN COORDINATES (ANGSTROEM)
H1 -4.128 -0.047 0.476
H2 -1.510 -2.839 4.065
O1 -0.445 -0.180 -0.477
Ta1 -0.886 -0.032 1.300
H3 0.009 4.125 1.628
N1 0.320 -0.949 2.500
C1 1.651 2.259 -3.165
C2 -4.604 -2.012 1.377
C3 0.304 2.548 0.257
H4 1.499 3.794 -1.734
O2 -0.245 1.742 1.202
C4 0.308 0.607 -1.334
N2 0.109 -2.322 2.579
H5 1.318 -3.952 3.037
H6 0.206 4.659 -0.054
C5 0.602 1.977 -0.964
H7 1.753 1.831 -6.001
C6 -3.853 -0.938 1.021
C7 2.361 0.994 -5.664
N3 -2.507 -2.355 2.096
N4 -2.550 -1.125 1.452
C8 1.362 0.901 -3.477
O3 1.670 0.311 -4.571
H8 3.308 -2.087 3.265
C9 1.274 2.762 -1.967
C10 0.661 0.082 -2.525
C11 1.670 -0.719 2.768
B1 -1.302 -3.030 2.909
C12 1.261 -2.884 2.885
H9 -3.908 -3.843 2.490
C13 0.539 3.940 0.697
H10 2.445 0.241 -6.439
H11 -1.190 -4.145 2.519
H12 2.168 2.880 -3.882
H13 3.346 1.307 -5.322
C14 -3.715 -2.876 2.049
C15 2.276 -1.909 3.009
H14 -5.650 -2.185 1.187
H15 0.413 -0.931 -2.808
H16 2.054 0.290 2.756
H17 1.607 4.112 0.862

Löwdin charges in e:
1. H 0.137
2. H 0.093
3. O -0.186
4. Ta 2.062
5. H 0.112
6. N -0.183
7. C 0.065
8. C 0.049
9. C -0.231
10. H 0.144
11. O -0.185
12. C -0.207
13. N -0.046
14. H 0.171
15. H 0.122
16. C -0.088
17. H 0.118
18. C -0.053
19. C 0.057
20. N -0.042
21. N -0.189
22. C -0.204
23. O 0.045
24. H 0.146
25. C 0.070
26. C 0.142
27. C -0.031
28. B -0.277
29. C 0.040
30. H 0.171
31. C 0.042
32. H 0.118
33. H 0.095
34. H 0.139
35. H 0.118
36. C 0.032
37. C 0.057
38. H 0.143
39. H 0.163
40. H 0.140
41. H 0.133

Molecular formula: C2H2ClN
Method: DFT, the ωB97M-V functional and the def2-TZVPD basis

Calculated values
largest force on an atom = 5.9 eV Å⁻¹
energy above the lowest of the compared OMol25 structures with the same formula, charge and spin = 539.2 kJ/mol
M = 75.5 g mol⁻¹
electronic energy = -592.12323 a.u.
2S+1 = 1

CARTESIAN COORDINATES (ANGSTROEM)
C1 -0.419 -0.420 0.047
N1 1.247 0.672 0.192
H1 -2.605 -0.646 0.460
Cl1 2.523 -0.271 -0.209
C2 -1.601 -0.465 0.151
H2 0.855 1.129 -0.641

Löwdin charges in e:
1. C -0.076
2. N -0.470
3. H 0.015
4. Cl 0.549
5. C -0.023
6. H 0.005

Molecular formula: C6H15INO2
Method: DFT, the ωB97M-V functional and the def2-TZVPD basis

Calculated values
net charge = -1
largest force on an atom = 1.3 eV Å⁻¹
energy above the lowest of the compared OMol25 structures with the same formula, charge and spin = 17.6 kJ/mol
M = 260.1 g mol⁻¹
electronic energy = -740.57939 a.u.
2S+1 = 1

CARTESIAN COORDINATES (ANGSTROEM)
C1 -13.948 26.204 2.891
H1 -10.373 25.163 -0.031
C2 -10.418 25.910 -2.456
H2 -14.890 24.717 1.585
H3 -16.621 25.827 4.727
H4 -16.121 24.764 3.366
O1 -10.901 24.677 -1.989
O2 -15.111 26.570 3.587
C3 -11.169 24.664 -0.607
H5 -11.244 26.476 -2.902
H6 -13.253 25.241 -0.996
C4 -15.783 25.463 4.137
H7 -11.185 23.651 -0.200
H8 -12.906 23.976 1.175
N1 -12.862 24.990 1.092
H9 -12.283 26.466 -0.154
H10 -9.694 25.706 -3.249
C5 -12.466 25.383 -0.239
H11 -9.926 26.513 -1.690
H12 -14.503 26.290 0.857
H13 -15.117 24.898 4.807
H14 -13.324 27.092 2.747
C6 -14.144 25.513 1.546
H15 -13.268 25.568 3.489
I1 -13.003 21.195 1.376

Löwdin charges in e:
1. C -0.249
2. H 0.118
3. C -0.134
4. H 0.107
5. H 0.080
6. H 0.080
7. O -0.180
8. O -0.191
9. C -0.231
10. H 0.083
11. H 0.122
12. C -0.122
13. H 0.088
14. H -0.058
15. N -0.085
16. H 0.113
17. H 0.079
18. C -0.235
19. H 0.083
20. H 0.115
21. H 0.091
22. H 0.118
23. C -0.216
24. H 0.121
25. I -0.697

Q: Which value of 2S+1 does entry 3 give?
A: 1

Q: Which value of M does entry 1 give?
A: 234.4 g mol⁻¹

Q: Look up the electronic energy of the first one.
A: -1040.56433 a.u.